Formula: C3H6N2O
Source: OMol25
Level of theory: ωB97M-V/def2-TZVPD

Results
Structure (SMILES): [H]/N=C(/C)C#N.O
E_HOMO (eV): -10.8
Lowest unoccupied orbital energy (Eh): 0.01827
Energy above the lowest of the compared OMol25 structures with the same formula, charge and spin (kcal per mole): 39.50
DFT total energy (Ha): -302.6301
Gap between HOMO and LUMO (Ha): 0.41580

Last columns: bonded neighbours and bond lengths (Å).
Atoms and positions in Å:
1 H -1.562 -0.549 -1.948  N2 1.018
2 N -1.039 0.322 -1.892  H1 1.018, C3 1.262
3 C -0.047 0.318 -1.112  N2 1.262, C4 1.492, C5 1.437
4 C 0.802 1.534 -0.946  C3 1.492, H7 1.085, H8 1.094, H9 1.092
5 C 0.351 -0.837 -0.355  C3 1.437, N6 1.146
6 N 0.616 -1.810 0.191  C5 1.146
7 H 0.369 2.354 -1.509  C4 1.085
8 H 0.873 1.792 0.114  C4 1.094
9 H 1.812 1.331 -1.309  C4 1.092
10 O -0.591 -1.271 2.639  H11 0.957, H12 0.960
11 H -0.307 -2.158 2.861  O10 0.957
12 H -1.276 -1.025 3.265  O10 0.960